<1>
The following is a quantum chemistry calculation of a cluster of 2 separate species, C2H5NO3 in total, from the Open Molecules 2025 dataset.

As for the HOMO energy: -10.39 eV. Its SMILES is NC=O.O=CO. Its LUMO energy is 0.93 eV. Its orbital gap is 0.41610 Ha.

Last column: Mulliken charge in e.
Cartesian coordinates (Å):
O  -0.24601  0.59754  1.42011  -0.59
H  -2.33996  1.37100  -0.78586  0.21
H  2.14361  -2.41132  -0.88774  0.33
H  -1.29934  2.28502  1.15775  0.32
H  -1.12996  0.13460  -0.84338  0.21
H  1.24971  -0.53738  0.91795  0.40
O  1.58176  -1.42639  0.68459  -0.41
C  1.56436  -1.50551  -0.66181  0.20
O  0.99485  -0.75169  -1.38466  -0.50
N  -1.49814  0.95676  -0.41547  -0.27
C  -1.02088  1.28738  0.79853  0.11

<2>
The following is a quantum chemistry calculation of a cluster of 2 separate species, C2H5NO3 in total, from the Open Molecules 2025 dataset.

As for the HOMO energy: -10.20 eV. Its SMILES is O=CNC=O.O. Its LUMO energy is 0.39 eV. Its orbital gap is 0.38929 Ha.

Last column: Mulliken charge in e.
Cartesian coordinates (Å):
O  0.31424  0.63743  -1.79732  -0.51
H  2.74085  0.71590  -0.49420  0.34
C  0.11345  0.01599  -0.77041  0.10
H  -3.91786  0.65429  0.71461  0.32
C  2.36965  -0.25150  -0.31619  0.04
O  3.12092  -1.16680  -0.37191  -0.44
H  0.87910  -1.09925  0.87515  0.31
H  -2.80575  0.41510  1.78288  0.32
N  1.04871  -0.35030  0.14143  -0.16
O  -2.99607  0.91191  0.94578  -0.64
H  -0.86725  -0.48277  -0.70983  0.33

Stability summary: most stable <1>, least stable <2>.

<1>
The following is a quantum chemistry calculation of a cluster of 2 separate species, C2H5NO3 in total, from the Open Molecules 2025 dataset.

As for the HOMO energy: -9.77 eV. Its SMILES is NC=O.O=CO. Its LUMO energy is 0.46 eV. Its orbital gap is 0.37597 Ha.

Last column: Mulliken charge in e.
Cartesian coordinates (Å):
H  -1.43707  0.00176  1.44129  0.32
C  1.01176  1.45386  -0.43794  0.15
H  0.57654  1.91024  -2.35081  0.22
O  -1.09542  -0.60257  0.80489  -0.39
H  -1.83997  -2.22946  1.90204  0.31
O  -0.57745  -2.69313  0.39251  -0.44
H  0.44664  0.22957  -2.03924  0.23
N  0.67472  1.14738  -1.69968  -0.33
C  -1.18498  -1.92600  1.07874  0.19
O  1.32209  2.59439  -0.11419  -0.58
H  0.85766  0.72885  0.35963  0.33

<2>
The following is a quantum chemistry calculation of a cluster of 2 separate species, C2H5NO3 in total, from the Open Molecules 2025 dataset.

As for the HOMO energy: -10.31 eV. Its SMILES is C=NO.O=CO. Its LUMO energy is 0.75 eV. Its orbital gap is 0.40633 Ha.

Last column: Mulliken charge in e.
Cartesian coordinates (Å):
H  2.14178  0.22279  0.10180  0.31
H  0.58159  1.82811  -0.91317  0.20
O  -1.67803  -1.59472  0.04138  -0.40
N  0.42420  1.00052  1.01346  -0.22
H  -2.09366  -0.91013  -0.52180  0.34
C  -0.03598  1.74105  0.11138  -0.32
H  -0.99333  2.28331  0.15093  0.32
H  0.26782  -2.19647  0.46594  0.31
O  0.18497  -1.07579  -1.15997  -0.48
C  -0.36562  -1.57057  -0.21561  0.23
O  1.56627  0.27189  0.92567  -0.30

Stability summary: most stable <1>, least stable <2>.

<1>
The following is a quantum chemistry calculation of a cluster of 7 separate species, C5H24N2O7 in total, from the Open Molecules 2025 dataset.

As for the HOMO energy: -9.84 eV. Its SMILES is NCCC[C@@H](N)C=O.O.O.O.O.O.O. Its LUMO energy is 0.40 eV. Its orbital gap is 0.37627 Ha.

Last column: Mulliken charge in e.
Cartesian coordinates (Å):
C  -2.47453  0.02131  -1.39329  -0.27
O  -0.06777  -0.38173  2.47523  -0.62
H  -2.77721  -0.39098  -0.36280  0.06
H  2.85798  0.50767  2.84577  0.27
C  -1.16634  -0.60929  -1.84831  -1.29
H  -1.22473  2.06888  1.28622  0.27
H  3.20216  -0.54521  -0.73726  0.33
H  -0.77476  -0.06609  -2.74005  0.38
H  -3.36784  2.35493  2.04006  0.25
O  1.75216  2.27446  -1.37215  -0.74
O  3.22117  0.29760  -0.30961  -0.74
H  0.96556  2.21354  -0.80258  0.29
N  -2.42200  1.50232  -1.21515  -0.53
H  -3.12110  1.70156  0.71876  0.33
H  -1.90878  -0.32483  1.55454  0.40
H  1.65260  -0.28030  2.35093  0.39
O  2.76255  -2.45497  -1.52374  -0.67
H  0.62763  -3.01361  1.46877  0.28
O  2.58881  -0.18449  2.25513  -0.73
H  -2.55948  2.01971  -2.05693  0.29
C  -0.06162  -0.57732  -0.78080  0.68
H  2.31730  1.57364  -1.03468  0.48
H  0.08921  0.47477  -0.42605  -0.79
H  -3.28421  -0.22097  -2.15354  0.37
C  -0.83771  -0.66564  1.56914  0.10
H  3.32076  -3.15055  -1.43281  0.27
N  0.83877  -2.31959  0.72368  -0.65
H  1.98021  -2.64809  -0.90930  0.32
H  1.63917  -1.74434  1.06794  0.23
C  -0.34412  -1.55790  0.39199  0.03
H  -1.47963  1.79594  -0.85121  0.20
H  -1.17809  -2.26226  0.08038  0.42
O  -0.42053  2.35123  0.86324  -0.54
H  0.02220  2.99191  1.44343  0.28
H  3.00885  0.05661  0.63206  0.42
H  -1.34235  -1.60323  -2.19974  0.45
O  -2.89986  1.66875  1.63132  -0.64
H  0.86558  -0.87345  -1.24859  0.40

<2>
The following is a quantum chemistry calculation of a cluster of 7 separate species, C5H24N2O7 in total, from the Open Molecules 2025 dataset.

As for the HOMO energy: -9.47 eV. Its SMILES is C[C@H](CCN)NC=O.O.O.O.O.O.O. Its LUMO energy is 0.20 eV. Its orbital gap is 0.35524 Ha.

Last column: Mulliken charge in e.
Cartesian coordinates (Å):
O  2.47019  2.64167  3.19218  -0.65
H  -1.82019  -1.99767  0.06124  0.31
H  -0.99050  -1.08333  -2.00748  0.34
H  1.54423  1.86435  0.68171  0.25
H  0.17015  -1.60507  3.06309  0.38
C  0.53532  -0.19053  1.49727  -0.41
H  2.38131  -1.64341  -1.65181  0.31
H  1.10874  0.26120  2.30613  0.26
H  -1.94407  2.25444  0.97002  0.41
H  3.41008  2.39219  3.18191  0.31
O  1.40385  -1.98671  -4.51911  -0.60
H  -3.88467  1.04855  0.16028  0.30
N  0.64561  1.85657  0.21560  0.05
H  2.21484  2.31902  2.31859  0.20
C  -0.28285  0.81001  0.70978  1.18
H  -0.03888  -3.41426  1.75328  0.20
N  -0.16981  -2.57279  1.20851  -0.52
H  -0.93756  -0.23613  -3.26859  0.33
H  0.58468  -2.50438  0.54291  0.19
H  -2.05102  0.66892  1.85443  0.42
O  -3.51534  1.08431  -0.72235  -0.61
C  -0.24757  -1.39465  2.07629  -0.68
H  -3.62695  0.26006  -1.20008  0.28
C  0.31422  2.89381  -0.57749  0.03
H  -1.77660  -2.76164  -1.23400  0.32
H  -1.06832  1.96164  2.43373  0.29
H  -1.28967  -1.12439  2.22197  0.28
O  0.99543  3.89354  -0.70773  -0.61
H  -0.75439  0.40576  -0.18663  -0.49
H  3.58025  -0.97157  -1.95199  0.31
H  -0.66243  2.81718  -1.07645  0.38
H  0.78008  -1.25901  -4.58838  0.30
O  3.25058  -1.51242  -1.21735  -0.63
H  1.23767  -0.59466  0.76220  0.39
O  -2.06370  -1.90855  -0.88059  -0.75
H  2.26479  -1.57287  -4.36180  0.29
O  -0.36112  -0.58136  -2.56880  -0.63
C  -1.40636  1.48216  1.50949  -1.73

Stability summary: most stable <1>, least stable <2>.

<1>
The following is a quantum chemistry calculation of an isolated molecule of C3H5FOS, from the Open Molecules 2025 dataset.

As for the HOMO energy: -9.39 eV. Its LUMO energy is 0.78 eV. Its orbital gap is 0.37359 Ha.

Last column: Mulliken charge in e.
Cartesian coordinates (Å):
H  -1.40021  -1.10067  -0.84527  0.31
C  -0.22480  0.87222  0.70238  0.35
H  1.33630  1.92323  -0.45360  0.24
C  -0.46299  -1.62422  -0.58423  -0.83
H  0.06495  2.87365  0.32259  0.30
S  0.49394  -0.87261  0.72970  0.45
C  0.42438  1.87510  0.24080  -0.58
H  0.10608  -1.69879  -1.47787  0.31
H  -0.80928  -2.55627  -0.18645  0.31
O  1.85196  -0.63065  0.19541  -0.61
F  -1.38033  0.93902  1.35653  -0.24

<2>
The following is a quantum chemistry calculation of an isolated molecule of C3H5FOS, from the Open Molecules 2025 dataset.

As for the HOMO energy: -9.09 eV. Its SMILES is O[C@@H]1[C@H](F)[C@@H]1S. Its LUMO energy is 0.77 eV. Its orbital gap is 0.36224 Ha.

Last column: Mulliken charge in e.
Cartesian coordinates (Å):
C  -0.53244  0.71092  0.39441  -0.22
H  -1.47123  0.94491  0.87259  0.35
C  -0.67591  -0.05614  -0.89396  0.06
H  -1.64603  -0.21166  -1.37139  0.33
S  0.77166  1.89622  0.63821  -0.26
O  1.13032  -1.15544  0.37514  -0.51
C  -0.19709  -0.77884  0.33606  -0.25
H  1.69985  1.00620  1.13560  0.15
F  0.31024  0.12871  -1.82705  -0.30
H  -0.86099  -1.46319  0.86502  0.31
H  1.47163  -1.02171  -0.52464  0.34

Stability summary: most stable <2>, least stable <1>.

<1>
The following is a quantum chemistry calculation of a cluster of 2 separate species, C7H16N3 in total, from the Open Molecules 2025 dataset.

As for the HOMO energy: -11.46 eV. Its LUMO energy is -3.44 eV. Its orbital gap is 0.29486 Ha. As for the total charge: +1.

Last column: Mulliken charge in e.
Cartesian coordinates (Å):
H  -0.49580  3.22165  -1.26973  0.40
H  -0.60673  0.91489  -0.38113  -0.31
H  3.32080  0.85691  -0.51464  0.44
H  -3.35202  -1.86468  0.27871  0.36
H  1.91595  -0.62160  3.20438  0.45
H  -0.03883  3.23448  0.42537  0.33
H  -2.49179  -0.47831  0.57639  0.34
N  -2.91580  -1.05004  -0.16046  -0.30
H  0.04515  -2.48988  -1.05353  0.33
H  0.68109  1.03619  -1.60155  0.40
H  -0.35730  -1.54019  0.36898  0.25
H  -2.34536  -2.11614  -1.90804  0.35
N  3.04241  0.00608  1.48421  -0.05
C  0.26114  2.88303  -0.56240  -1.37
C  2.67237  0.59583  0.30735  -0.68
H  -3.66799  -0.50871  -0.59725  0.35
C  -0.77291  -2.20018  -0.40362  -0.95
H  -1.17529  -3.10009  0.07509  0.39
C  -1.87719  -1.47736  -1.15317  -0.43
C  0.37009  1.35627  -0.59998  0.26
C  1.92090  -0.16952  2.22390  -0.29
H  1.21481  3.34456  -0.81300  0.34
H  3.97121  -0.29313  1.72767  0.19
N  0.85903  0.27371  1.59458  -0.56
H  -1.49713  -0.58889  -1.64599  0.34
C  1.31919  0.77512  0.39787  0.44

<2>
The following is a quantum chemistry calculation of the ion C7H16N3 with charge +1, from the Open Molecules 2025 dataset.

As for the HOMO energy: -12.41 eV. Its SMILES is C/N=C(/C)CC(N)=[N+](C)C. Its LUMO energy is -3.18 eV. Its orbital gap is 0.33921 Ha. As for the total charge: +1.

Last column: Mulliken charge in e.
Cartesian coordinates (Å):
H  2.76648  -1.83995  -0.13656  0.60
H  -1.37414  2.71594  -0.53013  0.35
H  -0.20683  1.09267  1.50960  0.41
C  3.02094  -0.90078  -0.47592  -1.26
N  1.90736  -0.03958  -0.05298  -0.03
H  -1.08599  -0.52800  1.48242  0.34
H  -1.99534  1.94103  -1.86289  0.32
H  3.13612  -0.61856  -1.58623  0.36
H  2.56549  1.79763  -0.09023  0.47
C  2.23432  1.17968  0.70672  -1.23
C  -0.56895  0.19379  0.99012  -0.65
H  3.84118  -0.41567  -0.03218  0.38
C  -1.23318  1.73825  -0.93751  -1.24
H  -2.58156  -1.81387  0.92248  0.25
H  1.41423  1.74980  1.03778  0.41
N  0.38096  -1.66949  -0.41659  -0.49
H  -4.00624  -0.55035  1.17900  0.34
N  -2.71895  -0.03717  -0.21693  -0.51
C  -1.63131  0.57537  -0.08954  0.78
C  -3.35511  -1.11355  0.40899  -0.77
C  0.67582  -0.45651  0.13132  0.66
H  2.88970  1.03139  1.44889  0.42
H  -0.55578  -1.88492  -0.64295  0.27
H  -0.32756  1.54484  -1.45778  0.32
H  0.95398  -2.03033  -1.18706  0.25
H  -4.14563  -1.66166  -0.10184  0.25

Stability summary: most stable <1>, least stable <2>.

<1>
The following is a quantum chemistry calculation of the ion C5H15N3 with charge +2, from the Open Molecules 2025 dataset.

As for the HOMO energy: -16.51 eV. Its SMILES is C[C@@H]([NH3+])C/C(N)=C/[NH3+]. Its LUMO energy is -6.36 eV. Its orbital gap is 0.37326 Ha. As for the total charge: +2.

Last column: Mulliken charge in e.
Cartesian coordinates (Å):
N  1.09055  -0.89802  -2.98831  -0.25
H  -1.70318  1.67952  -0.06243  0.35
H  0.71673  2.07093  2.79779  0.39
C  -1.43447  1.61692  1.00546  -1.43
N  -0.78456  -1.87590  -1.15173  -0.47
H  0.81854  -1.04745  1.17460  0.45
C  -0.02085  -0.56020  0.68400  -0.95
H  -1.51695  -2.28484  -0.58993  0.27
H  0.14397  -0.76071  -3.39257  0.41
H  1.64975  0.38855  -1.29834  0.39
C  -0.07318  0.90028  1.12561  0.24
H  -0.60737  -2.62627  -1.82143  0.18
H  1.76098  -0.39943  -3.58482  0.37
H  -1.42269  2.63121  1.45809  0.46
C  0.07694  -0.88049  -0.79822  0.61
N  0.39012  1.13370  2.55713  -0.32
H  -0.34971  1.01969  3.28969  0.39
C  1.02422  -0.40072  -1.64603  -0.81
H  -0.79002  -1.09511  1.27758  0.38
H  0.68727  1.54234  0.57166  0.24
H  1.38202  -1.89383  -3.03706  0.39
H  -2.22861  1.21032  1.66061  0.38
H  1.19052  0.52952  2.76867  0.35

<2>
The following is a quantum chemistry calculation of a structure of composition C5H15N3, from the Open Molecules 2025 dataset.

As for the HOMO energy: -18.34 eV. Its LUMO energy is -12.92 eV. Its orbital gap is 0.19911 Ha. As for the total charge: +2.

Last column: Mulliken charge in e.
Cartesian coordinates (Å):
H  -0.00768  -3.93233  -1.41879  0.27
C  -0.15363  2.34919  1.99250  -0.29
H  1.98186  1.16670  0.46343  0.36
H  -0.61681  -2.06577  -0.71068  0.04
H  -1.32764  0.29570  -2.57126  0.34
C  0.87040  0.81643  0.36717  -0.65
H  1.08158  4.04237  1.55899  0.33
H  0.74167  0.39811  2.41844  0.37
H  1.13938  -1.34975  0.20242  0.56
H  -1.33957  -0.29922  0.09298  0.43
N  0.74860  3.15486  1.24810  -0.06
C  -1.19425  -0.67298  -2.10816  -1.08
H  1.26761  -0.57946  -1.22958  0.54
H  0.25899  1.57742  -0.09446  0.49
H  0.01443  -3.54665  0.16815  0.34
C  0.75604  -0.49342  -0.30924  -0.85
H  -0.30685  -1.20874  -2.60543  0.35
C  -0.74381  -0.83015  -0.66979  0.15
H  -0.25060  2.31244  3.10036  0.46
H  -2.05760  -1.36228  -2.39116  0.34
H  -1.16520  2.62031  1.60168  0.37
N  0.15052  0.80695  1.68146  -0.39
N  0.15255  -3.19975  -0.78715  -0.41

Stability summary: most stable <1>, least stable <2>.